{"formula": "C32H96O32", "method": "the ωB97M-V functional and the def2-TZVPD basis", "relative_energy_ev": 3.704, "e_homo_ev": -9.2, "charge": 0, "total_energy_ha": -3684.1771, "orbital_gap_ev": 9.3, "elements": ["C", "C", "O", "O", "H", "H", "H", "H", "H", "H", "C", "C", "O", "O", "H", "H", "H", "H", "H", "H", "C", "C", "O", "O", "H", "H", "H", "H", "H", "H", "C", "C", "O", "O", "H", "H", "H", "H", "H", "H", "C", "C", "O", "O", "H", "H", "H", "H", "H", "H", "C", "C", "O", "O", "H", "H", "H", "H", "H", "H", "C", "C", "O", "O", "H", "H", "H", "H", "H", "H", "C", "C", "O", "O", "H", "H", "H", "H", "H", "H", "C", "C", "O", "O", "H", "H", "H", "H", "H", "H", "C", "C", "O", "O", "H", "H", "H", "H", "H", "H", "C", "C", "O", "O", "H", "H", "H", "H", "H", "H", "C", "C", "O", "O", "H", "H", "H", "H", "H", "H", "C", "C", "O", "O", "H", "H", "H", "H", "H", "H", "C", "C", "O", "O", "H", "H", "H", "H", "H", "H", "C", "C", "O", "O", "H", "H", "H", "H", "H", "H", "C", "C", "O", "O", "H", "H", "H", "H", "H", "H"], "xyz": [[0.36336, -0.36873, 0.61139], [0.28086, 0.09306, -0.83094], [-0.97349, 0.10506, -1.49351], [-0.53759, 0.40281, 1.37218], [1.35139, -0.27859, 1.06281], [0.10539, -1.41438, 0.77919], [0.95046, -0.64720, -1.26883], [0.83927, 1.02514, -0.91757], [-1.45682, 0.90337, -1.26835], [-0.21451, 1.30496, 1.31430], [-5.23627, 1.24021, -5.98922], [-5.34154, 2.75582, -6.10326], [-6.32204, 3.29974, -5.21808], [-4.66037, 0.96784, -4.72331], [-4.64580, 0.84070, -6.81375], [-6.20264, 0.74183, -6.06575], [-5.67189, 3.06273, -7.09561], [-4.34767, 3.20040, -6.15475], [-6.26984, 4.25832, -5.22141], [-4.22940, 0.11570, -4.82195], [1.27304, -2.98786, 4.58185], [1.70147, -2.98185, 3.16536], [0.98112, -4.02636, 2.56098], [-0.05932, -2.60457, 4.64247], [1.97083, -2.41227, 5.19004], [1.28159, -4.00063, 4.98474], [2.76981, -3.19403, 3.12365], [1.57796, -2.01542, 2.67661], [0.10944, -3.87645, 2.18775], [-0.53276, -3.26619, 4.13285], [0.27270, 3.99942, -3.55692], [-0.95098, 4.69854, -4.16932], [-1.87976, 5.00646, -3.14970], [-0.00341, 2.61461, -3.21603], [0.59992, 4.45261, -2.62116], [1.14247, 3.99143, -4.21383], [-1.50069, 4.09383, -4.89060], [-0.62733, 5.64574, -4.60079], [-2.43261, 4.22635, -3.06375], [-0.71967, 2.70086, -2.58267], [1.58595, -0.45281, -6.06351], [0.75845, -0.08897, -4.84885], [1.53991, 0.63398, -3.97078], [1.88070, 0.81091, -6.62083], [1.11516, -1.12720, -6.77880], [2.52634, -0.89893, -5.73987], [0.36883, -0.91782, -4.25783], [-0.11123, 0.47568, -5.18490], [0.89251, 1.24716, -3.61513], [1.72230, 1.40751, -5.88558], [-2.49313, -2.48723, 1.28147], [-2.29780, -2.61906, -0.27039], [-2.98735, -3.68683, -0.74218], [-1.67269, -3.48408, 1.85542], [-3.53303, -2.56960, 1.59758], [-2.24060, -1.45642, 1.52998], [-1.25078, -2.54983, -0.56548], [-2.73825, -1.73704, -0.73530], [-3.91441, -3.43841, -0.76325], [-2.13425, -4.32128, 1.76778], [4.69631, 0.31476, -1.64535], [4.99326, -0.35365, -0.30576], [4.06271, -0.16885, 0.82837], [3.66333, -0.42235, -2.34015], [5.59569, 0.22912, -2.25515], [4.55119, 1.38192, -1.47738], [5.92965, 0.03070, 0.09865], [5.24719, -1.41153, -0.37294], [3.72369, 0.72742, 0.88626], [3.05683, 0.16331, -2.79924], [-2.00149, -2.80131, -4.16486], [-2.18888, -1.48707, -4.88396], [-3.42596, -1.28370, -5.50765], [-1.71358, -3.77348, -5.15333], [-2.77720, -2.92198, -3.40868], [-1.15378, -2.64540, -3.49765], [-1.38281, -1.32724, -5.60006], [-2.09110, -0.70653, -4.12945], [-3.63370, -2.10074, -5.96687], [-2.50864, -3.92318, -5.67011], [-4.29097, 0.88332, 2.38324], [-3.44031, 0.59416, 3.60594], [-3.93567, 1.38542, 4.73198], [-5.32363, -0.05157, 2.36978], [-3.77089, 0.66476, 1.45058], [-4.69063, 1.88282, 2.21187], [-2.41493, 0.89789, 3.39504], [-3.44021, -0.44710, 3.92823], [-3.59455, 0.93226, 5.50650], [-5.91448, 0.17644, 3.09124], [2.72078, -3.68165, -1.38379], [2.08315, -3.85246, -2.81059], [2.09045, -5.16643, -3.24106], [4.08584, -3.45997, -1.41295], [2.44878, -4.54548, -0.77723], [2.29055, -2.85013, -0.82561], [2.62665, -3.18476, -3.47909], [1.02630, -3.59646, -2.73557], [2.97186, -5.54505, -3.20424], [4.24886, -2.55968, -1.70367], [1.11277, 4.11343, 1.46872], [2.26328, 3.59759, 0.55571], [2.96057, 2.52346, 1.11549], [-0.09539, 3.31050, 1.61580], [0.79335, 5.09996, 1.13283], [1.57518, 4.29407, 2.43911], [2.98662, 4.37187, 0.30003], [1.77648, 3.15899, -0.31537], [3.36992, 2.83451, 1.92622], [-0.64513, 3.55632, 2.36343], [5.47530, -0.52797, 3.46292], [6.01217, -1.18938, 4.76983], [5.75132, -0.32377, 5.83134], [4.04636, -0.70865, 3.45447], [5.88230, -1.09935, 2.62867], [5.78397, 0.51583, 3.40553], [7.06701, -1.39311, 4.58564], [5.57356, -2.18164, 4.87536], [5.91526, -0.88794, 6.59058], [3.70539, -0.60596, 2.56295], [-3.68519, 2.33215, -1.67885], [-2.94065, 3.04362, -0.62608], [-1.51836, 2.96020, -0.82535], [-3.34049, 2.91260, -2.97159], [-4.75080, 2.41205, -1.46389], [-3.46435, 1.26617, -1.62370], [-3.11403, 2.51952, 0.31378], [-3.25199, 4.08645, -0.56546], [-1.11080, 3.05241, 0.03894], [-3.64577, 2.38697, -3.71463], [1.49499, 1.09157, 4.75791], [0.58403, 1.72763, 5.82357], [1.07399, 2.99604, 6.30278], [2.81070, 0.78772, 5.31634], [1.60450, 1.76758, 3.90990], [1.02655, 0.25304, 4.24262], [0.40772, 1.11044, 6.70453], [-0.42527, 1.84280, 5.42842], [2.01313, 2.94901, 6.10936], [3.37572, 0.31365, 4.70185], [-2.18205, 4.61819, 4.60016], [-3.13804, 5.75224, 4.13419], [-2.49261, 7.01785, 3.78691], [-1.19844, 4.43494, 3.63165], [-2.78099, 3.70967, 4.66315], [-1.80656, 4.75472, 5.61429], [-3.88674, 5.97012, 4.89580], [-3.72494, 5.41530, 3.27972], [-2.40074, 7.49054, 4.61740], [-0.71156, 5.26092, 3.58373], [2.61441, -8.39417, 1.21972], [1.69669, -7.28800, 1.97739], [2.25235, -6.03972, 1.74290], [2.93320, -8.03440, -0.10138], [2.35612, -9.44904, 1.31265], [3.55624, -8.23242, 1.74403], [1.73924, -7.52414, 3.04065], [0.63570, -7.30041, 1.72788], [1.72636, -5.26941, 1.96995], [2.16748, -7.57240, -0.45044]]}

=====

{"formula": "C4H10BCl2I2O", "method": "the ωB97M-V functional and the def2-TZVPD basis", "relative_energy_ev": 1.587, "e_homo_ev": -4.4, "charge": -1, "total_energy_ha": -1774.2869, "orbital_gap_ev": 7.0, "elements": ["C", "C", "I", "C", "I", "B", "O", "H", "H", "H", "H", "H", "H", "H", "H", "C", "Cl", "Cl", "H", "H"], "xyz": [[1.47408, 0.82550, 1.09414], [0.50405, 1.96357, 0.39161], [0.80590, 2.11200, -1.81027], [-1.07499, 1.86887, 0.82462], [-2.12935, 3.52233, -0.15093], [-1.76567, 0.38962, 0.63161], [-1.45558, -0.28809, -0.64224], [2.59133, 1.01373, 0.72583], [1.52502, 0.93539, 2.28190], [1.16830, -0.26577, 0.77176], [0.89643, 3.01154, 0.80736], [-1.10909, 2.09897, 1.99580], [-1.52216, -0.33392, 1.52880], [-2.95036, 0.57458, 0.62731], [-0.70611, -0.92653, -0.45052], [0.82896, -3.28896, -1.85039], [1.21991, -2.45982, -0.33888], [-0.63034, -4.27157, -1.67783], [0.66579, -2.54397, -2.63298], [1.66387, -3.93748, -2.12672]]}

=====

{"formula": "C5H12O2", "method": "the ωB97M-V functional and the def2-TZVPD basis", "relative_energy_ev": 1.725, "e_homo_ev": -10.2, "charge": 0, "total_energy_ha": -348.1414, "orbital_gap_ev": 11.0, "elements": ["C", "C", "C", "O", "H", "H", "H", "H", "H", "H", "C", "C", "H", "H", "H", "H", "O", "H", "H"], "xyz": [[2.92054, -0.51563, 0.67719], [1.78540, 0.19858, -0.06497], [0.49772, 0.09683, 0.70301], [-0.10133, 1.05164, 1.15447], [3.84503, -0.47735, 0.09445], [3.10989, -0.04282, 1.64594], [2.67868, -1.56915, 0.85635], [1.62966, -0.27601, -1.04421], [2.01163, 1.25710, -0.22501], [0.09782, -0.92509, 0.86000], [-1.45994, 0.40111, -1.90919], [-2.56560, 0.48514, -1.17633], [-1.32669, -0.37201, -2.66234], [-0.64840, 1.11659, -1.78815], [-3.39265, -0.21073, -1.30765], [-2.69285, 1.26535, -0.42935], [-2.21626, -0.72108, 1.85714], [-1.68157, 0.08946, 1.81697], [-2.49107, -0.85192, 0.94170]]}

=====

{"formula": "C39H39BrN8O7PTi", "method": "the ωB97M-V functional and the def2-TZVPD basis", "relative_energy_ev": 0.239, "spin_multiplicity": 2, "e_homo_ev": [-7.4, -7.8], "charge": 0, "total_energy_ha": -6239.1514, "s2": 0.76, "orbital_gap_ev": [6.5, 6.7], "elements": ["Ti", "O", "C", "O", "C", "C", "C", "C", "C", "C", "O", "N", "O", "O", "N", "O", "O", "H", "H", "N", "C", "N", "C", "N", "N", "C", "N", "C", "C", "C", "C", "C", "N", "H", "H", "H", "H", "H", "H", "H", "H", "Br", "C", "C", "C", "C", "C", "C", "C", "C", "C", "C", "H", "H", "H", "H", "H", "H", "C", "C", "C", "C", "P", "C", "C", "C", "C", "C", "C", "C", "C", "C", "C", "H", "H", "H", "H", "H", "H", "H", "H", "H", "H", "H", "H", "H", "H", "H", "H", "H", "H", "H", "H", "H", "H", "H"], "xyz": [[-0.16242, 1.08084, 0.03908], [-1.39688, 0.71794, 3.87369], [-0.65321, 1.08327, 2.99485], [-0.72330, 0.56884, 1.77251], [0.44815, 2.07184, 3.25274], [0.65429, 2.43921, 4.56664], [1.69611, 3.29712, 4.89645], [2.56911, 3.77884, 3.93777], [2.37957, 3.40455, 2.62473], [1.28435, 2.58411, 2.21064], [1.04774, 2.33595, 0.98406], [3.37497, 3.86548, 1.65907], [3.47843, 3.27840, 0.59644], [4.11128, 4.77332, 2.00040], [1.90103, 3.67386, 6.28901], [2.81253, 4.43987, 6.54225], [1.15064, 3.19723, 7.11921], [-0.00189, 2.04956, 5.33108], [3.39004, 4.42338, 4.21039], [2.46226, -0.32699, 1.67766], [2.77704, 0.04443, 0.43472], [4.05118, 0.19106, 0.10855], [4.28140, 0.59774, -1.14082], [5.55274, 0.80682, -1.50252], [3.33947, 0.80140, -2.09168], [2.11404, 0.61422, -1.66121], [1.75409, 0.22133, -0.43713], [0.98487, 0.77607, -2.61748], [1.21988, 0.98470, -3.96729], [0.13173, 0.96678, -4.82042], [-1.13850, 0.75438, -4.29677], [-1.28972, 0.61693, -2.92835], [-0.24559, 0.62568, -2.09880], [3.19502, -0.45030, 2.35330], [1.49650, -0.45542, 1.93718], [6.25527, 0.82212, -0.78418], [5.72340, 1.27346, -2.37524], [2.23187, 1.12917, -4.31380], [0.27055, 1.10881, -5.88361], [-2.01286, 0.72414, -4.93013], [-2.26325, 0.52656, -2.46523], [-3.36581, 0.91185, 0.11246], [-3.33297, 2.79292, 0.43552], [-4.43375, 3.33279, 1.03245], [-4.52494, 4.73200, 1.16772], [-3.54834, 5.52725, 0.64707], [-2.41213, 4.97006, 0.01093], [-1.44341, 5.80445, -0.59319], [-0.37160, 5.25315, -1.23248], [-0.18381, 3.85542, -1.21240], [-1.05682, 2.98144, -0.60518], [-2.24297, 3.55887, -0.05401], [-5.23583, 2.69656, 1.37854], [-5.38897, 5.16221, 1.65537], [-3.62833, 6.60576, 0.70737], [-1.57507, 6.87822, -0.54469], [0.36231, 5.88743, -1.71370], [0.74830, 3.48571, -1.64014], [0.43178, -4.12667, 2.09906], [0.58006, -4.13418, 0.57337], [0.35295, -5.54969, 0.03454], [2.02208, -3.73353, 0.22503], [-0.54524, -2.78769, -0.13751], [-0.34718, -3.12895, -1.94160], [-1.21406, -3.87406, -2.74216], [-0.99448, -4.01929, -4.10400], [0.11142, -3.43450, -4.70150], [0.99631, -2.70592, -3.92169], [0.76011, -2.55149, -2.56553], [-2.33977, -3.18628, 0.29892], [-2.57752, -2.55599, 1.68441], [-2.75443, -4.65707, 0.37366], [-3.23915, -2.45726, -0.72241], [1.23302, -4.71930, 2.54744], [-0.51447, -4.55982, 2.41899], [0.49278, -3.11602, 2.50985], [1.22034, -6.17070, 0.27628], [0.24043, -5.55791, -1.05026], [-0.51887, -6.02679, 0.47615], [2.70797, -4.31019, 0.85078], [2.21759, -2.67579, 0.40169], [2.25736, -3.96076, -0.81494], [-2.07026, -4.36551, -2.30617], [-1.68768, -4.60220, -4.69692], [0.28509, -3.55081, -5.76343], [1.87103, -2.24975, -4.36967], [1.45009, -1.96837, -1.97045], [-2.07142, -3.11087, 2.47415], [-3.64719, -2.57635, 1.90516], [-2.23975, -1.52173, 1.73754], [-2.28824, -5.16189, 1.21833], [-2.51583, -5.21967, -0.52836], [-3.83646, -4.71378, 0.52356], [-2.72042, -1.65629, -1.25434], [-4.09591, -2.01719, -0.20986], [-3.62984, -3.13850, -1.47758]]}